1.
{"formula": "C38H106N8O14", "method": "ωB97M-V/def2-TZVPD", "homo_lumo_gap_ha": 0.32748, "multiplicity": 1, "charge": 0, "lumo_energy_ha": 0.0074, "symbols": ["C", "C", "C", "O", "C", "N", "H", "H", "H", "H", "H", "H", "H", "H", "H", "H", "H", "C", "C", "C", "O", "C", "N", "H", "H", "H", "H", "H", "H", "H", "H", "H", "H", "H", "C", "C", "C", "O", "C", "N", "H", "H", "H", "H", "H", "H", "H", "H", "H", "H", "H", "C", "C", "C", "O", "C", "N", "H", "H", "H", "H", "H", "H", "H", "H", "H", "H", "H", "C", "C", "C", "O", "C", "N", "H", "H", "H", "H", "H", "H", "H", "H", "H", "H", "H", "C", "C", "C", "O", "C", "N", "H", "H", "H", "H", "H", "H", "H", "H", "H", "H", "H", "C", "C", "C", "O", "C", "N", "H", "H", "H", "H", "H", "H", "H", "H", "H", "H", "H", "C", "C", "C", "O", "C", "N", "H", "H", "H", "H", "H", "H", "H", "H", "H", "H", "H", "C", "C", "O", "O", "H", "H", "H", "H", "H", "H", "C", "C", "O", "O", "H", "H", "H", "H", "H", "H", "C", "C", "O", "O", "H", "H", "H", "H", "H", "H"], "xyz": [[-8.345, -3.320, -1.429], [-8.580, -4.626, -2.201], [-10.139, -5.119, -2.195], [-10.461, -5.889, -1.127], [-11.831, -6.281, -1.108], [-8.267, -4.329, -3.600], [-8.319, -3.434, -0.345], [-9.057, -2.495, -1.467], [-7.314, -3.016, -1.604], [-7.986, -5.471, -1.854], [-10.415, -5.746, -3.043], [-10.839, -4.291, -2.310], [-12.151, -6.841, -0.229], [-12.136, -6.739, -2.049], [-12.457, -5.393, -1.194], [-8.510, -5.031, -4.285], [-7.326, -3.967, -3.645], [-7.460, 0.777, 4.517], [-6.027, 0.455, 4.721], [-5.648, 0.447, 6.237], [-4.160, 0.325, 6.284], [-3.819, -0.077, 7.603], [-5.681, -0.844, 4.154], [-7.629, 1.782, 4.906], [-8.113, 0.172, 5.148], [-7.828, 0.668, 3.497], [-5.460, 1.237, 4.216], [-6.247, -0.361, 6.656], [-6.083, 1.308, 6.743], [-4.057, 0.686, 8.344], [-2.745, -0.206, 7.468], [-4.288, -0.992, 7.967], [-6.494, -1.394, 4.390], [-4.895, -1.083, 4.741], [-0.964, -9.033, -0.982], [-2.468, -8.999, -0.637], [-2.853, -7.584, -0.380], [-1.946, -7.124, 0.644], [-1.304, -5.910, 0.321], [-3.242, -9.460, -1.778], [-0.562, -9.990, -1.314], [-0.411, -8.896, -0.052], [-0.663, -8.264, -1.693], [-2.596, -9.509, 0.318], [-3.890, -7.499, -0.057], [-2.823, -6.853, -1.188], [-1.486, -5.306, 1.210], [-1.553, -5.238, -0.500], [-0.303, -6.316, 0.179], [-3.082, -10.401, -2.110], [-4.120, -9.441, -1.279], [3.201, -3.319, 3.924], [3.937, -4.607, 4.467], [3.622, -5.794, 3.554], [4.453, -6.877, 3.979], [4.501, -7.931, 2.954], [5.317, -4.317, 4.704], [3.679, -3.063, 2.979], [3.205, -2.373, 4.465], [2.180, -3.546, 3.618], [3.602, -4.934, 5.451], [3.902, -5.570, 2.525], [2.563, -6.044, 3.481], [3.551, -8.400, 2.698], [5.230, -8.657, 3.313], [4.961, -7.436, 2.099], [5.230, -3.493, 5.281], [5.586, -5.076, 5.313], [6.291, 0.345, -5.585], [6.141, 1.311, -6.692], [4.749, 2.024, -6.641], [3.691, 1.012, -6.712], [2.445, 1.611, -6.874], [7.197, 2.313, -6.530], [7.327, 0.120, -5.331], [5.949, -0.637, -5.913], [5.920, 0.710, -4.627], [6.234, 0.713, -7.598], [4.662, 2.612, -7.555], [4.561, 2.679, -5.790], [2.251, 2.234, -7.748], [2.307, 2.343, -6.078], [1.587, 0.951, -7.005], [7.447, 2.222, -5.556], [7.977, 1.975, -7.075], [-2.693, 8.596, 3.943], [-2.386, 7.043, 3.984], [-3.064, 6.291, 5.207], [-2.476, 6.868, 6.444], [-3.091, 6.532, 7.725], [-2.882, 6.664, 2.695], [-3.116, 9.064, 4.832], [-3.399, 8.865, 3.157], [-1.771, 9.151, 3.770], [-1.314, 6.843, 3.964], [-2.902, 5.219, 5.100], [-4.153, 6.316, 5.177], [-4.111, 6.149, 7.712], [-3.172, 7.324, 8.471], [-2.441, 5.839, 8.260], [-2.638, 5.721, 2.431], [-2.318, 7.201, 2.052], [3.334, 7.780, 0.024], [2.702, 7.953, -1.344], [3.764, 7.847, -2.507], [3.106, 8.188, -3.734], [3.796, 7.938, -4.997], [1.851, 6.907, -1.678], [3.665, 6.747, 0.127], [2.734, 7.745, 0.933], [4.078, 8.558, 0.198], [2.177, 8.908, -1.369], [4.153, 6.831, -2.577], [4.641, 8.469, -2.330], [4.748, 8.429, -5.197], [3.159, 8.045, -5.875], [4.154, 6.909, -5.034], [2.146, 5.956, -1.511], [1.879, 6.901, -2.687], [8.581, 3.350, 2.864], [7.308, 3.246, 2.111], [7.469, 2.792, 0.635], [8.504, 3.502, -0.141], [8.296, 4.932, -0.202], [6.321, 2.328, 2.875], [9.099, 2.412, 3.065], [8.327, 3.766, 3.839], [9.254, 4.073, 2.404], [6.891, 4.252, 2.152], [6.514, 2.931, 0.128], [7.672, 1.727, 0.530], [9.101, 5.606, 0.092], [7.377, 5.278, 0.270], [8.215, 5.201, -1.256], [6.544, 2.531, 3.839], [6.613, 1.361, 2.868], [4.491, -4.869, -2.288], [5.485, -3.872, -1.720], [4.782, -2.717, -1.498], [4.094, -4.427, -3.625], [3.578, -4.790, -1.698], [4.911, -5.867, -2.411], [6.298, -3.729, -2.432], [5.890, -4.199, -0.762], [4.256, -2.669, -2.300], [3.512, -5.076, -4.028], [-4.454, 0.008, -5.296], [-5.027, 0.440, -6.668], [-5.810, 1.693, -6.621], [-3.840, -1.314, -5.197], [-5.206, 0.213, -4.535], [-3.680, 0.675, -4.915], [-5.650, -0.345, -7.098], [-4.152, 0.578, -7.303], [-5.813, 1.941, -7.548], [-2.995, -1.305, -5.653], [-0.725, 1.256, 0.610], [0.447, 1.363, -0.429], [1.476, 2.012, 0.134], [-1.791, 0.508, 0.030], [-1.069, 2.285, 0.707], [-0.294, 0.803, 1.503], [0.152, 1.940, -1.305], [0.822, 0.390, -0.748], [1.997, 1.538, 0.787], [-2.346, 0.261, 0.772]], "lowdin_charge": [-0.0733, -0.3640, -0.2337, -0.1841, -0.0983, 0.0079, 0.0688, 0.0788, 0.0693, 0.1247, 0.1071, 0.1168, 0.0913, 0.0808, 0.0786, 0.0653, 0.0642, -0.0872, -0.4746, -0.1659, -0.1868, -0.1276, 0.0465, 0.0816, 0.0786, 0.0875, 0.1341, 0.1179, 0.1177, 0.0836, 0.0902, 0.0840, 0.0649, 0.0560, -0.0584, -0.4514, -0.2066, -0.2106, -0.1179, 0.0419, 0.0706, 0.0705, 0.0828, 0.1404, 0.1210, 0.1215, 0.0862, 0.0877, 0.0831, 0.0724, 0.0667, -0.0493, -0.4490, -0.2161, -0.2032, -0.0693, 0.0315, 0.0708, 0.0681, 0.0668, 0.1280, 0.1119, 0.1249, 0.0837, 0.0830, 0.0781, 0.0701, 0.0710, -0.0981, -0.4373, -0.1520, -0.1870, -0.1595, 0.0320, 0.0764, 0.0844, 0.0924, 0.1407, 0.1144, 0.1212, 0.0763, 0.0821, 0.0853, 0.0590, 0.0701, -0.0580, -0.4013, -0.1401, -0.1984, -0.1004, -0.0076, 0.0645, 0.0667, 0.0656, 0.1260, 0.1060, 0.1130, 0.0768, 0.0718, 0.0731, 0.0679, 0.0743, -0.0649, -0.4472, -0.1916, -0.2072, -0.0789, 0.0184, 0.0729, 0.0732, 0.0773, 0.1391, 0.1192, 0.1134, 0.0780, 0.0842, 0.0720, 0.0809, 0.0619, -0.0874, -0.4123, -0.1576, -0.1921, -0.1108, 0.0337, 0.0878, 0.0771, 0.0773, 0.1185, 0.1150, 0.1213, 0.0798, 0.0774, 0.0767, 0.0432, 0.0534, -0.2087, -0.2867, -0.0493, -0.0920, 0.1186, 0.1167, 0.1197, 0.1242, 0.0765, 0.0795, -0.2250, -0.2105, -0.0807, -0.0755, 0.1157, 0.1119, 0.1133, 0.1066, 0.0692, 0.0745, -0.2232, -0.2995, -0.0589, -0.0728, 0.1142, 0.1167, 0.1244, 0.1187, 0.0998, 0.0786]}

2.
{"formula": "C35H37Br2Cl2CrN7O3SSe", "method": "ωB97M-V/def2-TZVPD", "homo_lumo_gap_ha": [0.26963, 0.27080], "multiplicity": 5, "charge": 0, "lumo_energy_ha": [-0.0132, -0.0161], "symbols": ["Cr", "Br", "C", "Br", "H", "H", "N", "C", "C", "C", "C", "C", "C", "S", "O", "O", "N", "C", "N", "C", "C", "C", "N", "H", "H", "H", "H", "H", "H", "H", "H", "H", "Cl", "C", "C", "C", "Cl", "C", "C", "C", "C", "N", "C", "C", "O", "H", "H", "H", "H", "C", "C", "C", "C", "N", "C", "Se", "N", "C", "C", "C", "C", "C", "C", "C", "C", "C", "C", "H", "H", "H", "H", "H", "H", "H", "H", "H", "H", "H", "H", "H", "H", "H", "H", "H", "H", "H", "H", "H", "H"], "xyz": [[0.113, 0.144, -0.952], [-2.333, 0.134, -1.022], [-1.217, 1.544, -3.990], [-0.233, 2.378, -2.641], [-2.128, 2.049, -4.261], [-1.053, 0.486, -4.127], [3.339, -6.834, -4.081], [2.486, -5.770, -3.826], [2.457, -5.173, -2.562], [1.569, -4.149, -2.296], [0.716, -3.692, -3.289], [0.731, -4.277, -4.544], [1.604, -5.315, -4.811], [-0.434, -2.413, -2.891], [-0.984, -2.763, -1.617], [-1.322, -2.219, -4.004], [0.487, -1.045, -2.642], [1.268, -0.624, -3.694], [2.015, 0.477, -3.491], [2.767, 0.901, -4.495], [2.819, 0.267, -5.723], [2.014, -0.853, -5.839], [1.243, -1.294, -4.859], [4.139, -6.917, -3.478], [3.546, -7.015, -5.049], [3.123, -5.530, -1.784], [1.526, -3.707, -1.308], [0.056, -3.904, -5.303], [1.608, -5.782, -5.789], [3.359, 1.793, -4.305], [3.437, 0.624, -6.533], [1.980, -1.423, -6.763], [0.520, -3.834, 1.851], [1.792, -2.832, 1.252], [3.130, -3.196, 1.493], [4.162, -2.415, 1.060], [5.800, -2.890, 1.387], [3.911, -1.210, 0.357], [4.883, -0.286, -0.076], [4.489, 0.865, -0.704], [3.125, 1.085, -0.953], [2.202, 0.231, -0.581], [2.567, -0.889, 0.096], [1.476, -1.686, 0.546], [0.265, -1.271, 0.303], [3.329, -4.108, 2.039], [5.929, -0.490, 0.108], [5.211, 1.601, -1.027], [2.792, 1.965, -1.486], [-1.283, 4.956, 3.159], [-1.348, 5.507, 1.737], [-2.609, 5.114, 0.961], [-2.558, 3.739, 0.306], [-2.590, 2.642, 1.260], [-1.575, 1.821, 1.571], [0.177, 1.973, 0.920], [-2.014, 0.893, 2.436], [-1.217, -0.202, 3.005], [-0.209, 0.269, 4.049], [-0.804, 1.058, 5.212], [-1.678, 0.222, 6.142], [-3.374, 1.086, 2.644], [-4.313, 0.380, 3.386], [-5.614, 0.844, 3.357], [-5.975, 1.970, 2.609], [-5.044, 2.668, 1.864], [-3.735, 2.205, 1.900], [-0.415, 5.350, 3.690], [-1.204, 3.868, 3.176], [-2.175, 5.234, 3.726], [-0.466, 5.184, 1.177], [-1.300, 6.598, 1.784], [-2.787, 5.836, 0.160], [-3.479, 5.174, 1.623], [-1.647, 3.617, -0.278], [-3.399, 3.585, -0.373], [-0.728, -0.707, 2.175], [-1.930, -0.901, 3.437], [0.557, 0.861, 3.548], [0.289, -0.627, 4.432], [-1.379, 1.907, 4.826], [0.017, 1.493, 5.787], [-2.580, -0.135, 5.642], [-1.998, 0.801, 7.009], [-1.132, -0.651, 6.506], [-4.052, -0.507, 3.945], [-6.375, 0.316, 3.916], [-7.008, 2.292, 2.605], [-5.326, 3.529, 1.271]], "mulliken_spin": [3.0715, 0.0015, 0.7847, 0.0637, 0.0086, 0.1111, 0.0001, 0.0003, -0.0003, -0.0003, 0.0027, 0.0014, 0.0000, 0.0206, 0.0067, 0.0013, -0.0304, 0.0032, -0.0052, -0.0011, 0.0073, -0.0001, 0.0056, 0.0000, 0.0000, 0.0001, 0.0009, -0.0001, 0.0001, 0.0018, 0.0006, 0.0003, 0.0016, 0.0187, -0.0073, 0.0139, 0.0011, 0.0010, 0.0131, -0.0127, 0.0339, -0.0940, 0.0221, -0.0084, -0.0550, -0.0001, 0.0005, -0.0002, 0.0021, -0.0010, -0.0021, 0.0031, 0.0029, -0.0006, 0.0192, 0.0094, -0.0175, -0.0133, 0.0014, 0.0012, -0.0001, 0.0117, 0.0017, -0.0009, 0.0000, -0.0020, -0.0042, 0.0003, -0.0002, -0.0001, 0.0003, 0.0001, 0.0000, 0.0000, -0.0033, -0.0038, 0.0135, -0.0016, -0.0015, 0.0004, 0.0001, 0.0001, -0.0001, 0.0000, -0.0001, 0.0000, 0.0000, 0.0000, 0.0000]}

3.
{"formula": "C30H55ClN10", "method": "ωB97M-V/def2-TZVPD", "homo_lumo_gap_ha": 0.31068, "multiplicity": 1, "charge": 4, "lumo_energy_ha": -0.2725, "symbols": ["C", "C", "N", "C", "C", "N", "C", "C", "H", "H", "H", "H", "H", "H", "H", "H", "H", "H", "H", "C", "C", "N", "C", "C", "N", "C", "C", "H", "H", "H", "H", "H", "H", "H", "H", "H", "H", "H", "C", "C", "N", "C", "C", "N", "C", "C", "H", "H", "H", "H", "H", "H", "H", "H", "H", "H", "H", "C", "C", "N", "C", "C", "N", "C", "C", "H", "H", "H", "H", "H", "H", "H", "H", "H", "H", "H", "C", "C", "N", "C", "C", "N", "C", "C", "H", "H", "H", "H", "H", "H", "H", "H", "H", "H", "H", "Cl"], "xyz": [[5.529, -0.694, -6.530], [4.555, 0.455, -6.640], [3.975, 0.766, -5.215], [2.913, 0.101, -4.644], [2.637, 0.745, -3.455], [3.549, 1.753, -3.294], [4.330, 1.706, -4.353], [3.790, 2.613, -2.122], [6.474, -0.412, -6.064], [5.759, -1.264, -7.433], [5.087, -1.526, -5.980], [3.769, 0.292, -7.335], [5.024, 1.410, -6.943], [2.419, -0.742, -5.108], [1.859, 0.474, -2.748], [5.121, 2.380, -4.584], [2.869, 3.214, -1.962], [4.696, 3.184, -2.384], [4.052, 2.019, -1.279], [-0.416, -5.263, -3.063], [0.197, -4.437, -1.975], [1.578, -4.814, -1.637], [2.474, -3.962, -1.036], [3.662, -4.638, -1.055], [3.531, -5.808, -1.694], [2.231, -5.869, -2.027], [4.482, -6.903, -1.887], [-0.484, -6.343, -2.968], [0.065, -4.981, -4.025], [-1.422, -4.908, -3.114], [-0.375, -4.613, -1.060], [0.253, -3.340, -2.203], [2.244, -3.010, -0.555], [4.562, -4.318, -0.534], [1.729, -6.690, -2.508], [4.883, -6.778, -2.897], [3.884, -7.835, -1.854], [5.215, -6.997, -1.074], [-6.746, 0.761, 5.041], [-5.334, 0.409, 5.407], [-4.478, -0.004, 4.218], [-4.080, 0.759, 3.126], [-3.310, -0.063, 2.343], [-3.272, -1.240, 2.981], [-3.982, -1.185, 4.124], [-2.549, -2.453, 2.486], [-7.255, 1.020, 5.969], [-7.438, -0.014, 4.715], [-6.856, 1.652, 4.444], [-5.239, -0.304, 6.224], [-4.948, 1.286, 5.854], [-4.366, 1.766, 3.086], [-2.700, 0.073, 1.497], [-4.155, -1.960, 4.856], [-1.617, -2.489, 3.086], [-2.436, -2.379, 1.397], [-3.114, -3.311, 2.672], [-2.159, 4.248, -3.423], [-2.489, 2.886, -4.056], [-3.682, 2.357, -3.390], [-4.901, 2.910, -3.471], [-5.722, 2.246, -2.640], [-5.003, 1.212, -2.167], [-3.818, 1.249, -2.737], [-5.550, 0.152, -1.303], [-3.121, 4.777, -3.270], [-1.586, 4.859, -4.129], [-1.556, 4.194, -2.527], [-1.691, 2.117, -3.933], [-2.737, 2.980, -5.139], [-5.205, 3.736, -4.065], [-6.744, 2.388, -2.316], [-3.068, 0.527, -2.580], [-5.070, 0.173, -0.327], [-5.386, -0.841, -1.723], [-6.598, 0.272, -1.234], [0.132, 4.086, 6.529], [1.473, 4.604, 5.973], [2.368, 3.387, 5.661], [3.312, 2.947, 6.600], [3.793, 1.754, 6.205], [3.193, 1.474, 5.014], [2.369, 2.443, 4.723], [3.544, 0.289, 4.183], [-0.533, 4.902, 6.838], [0.257, 3.556, 7.511], [-0.267, 3.335, 5.848], [2.046, 5.187, 6.679], [1.320, 5.135, 5.063], [3.546, 3.497, 7.500], [4.602, 1.154, 6.601], [1.840, 2.544, 3.797], [2.708, 0.243, 3.488], [3.607, -0.477, 4.916], [4.482, 0.515, 3.652], [-0.533, -0.309, -0.631]], "lowdin_charge": [-0.0708, -0.0923, -0.0136, -0.0073, -0.0122, -0.0833, -0.0485, 0.0440, 0.0883, 0.0949, 0.0750, 0.1139, 0.1345, 0.1383, 0.1012, 0.1681, 0.1199, 0.1116, 0.0871, -0.0744, -0.1648, -0.0462, 0.0022, -0.0347, -0.0737, -0.0300, 0.0415, 0.0895, 0.1054, 0.0788, 0.1332, 0.1307, 0.1380, 0.1469, 0.1689, 0.1119, 0.1147, 0.1173, -0.0682, -0.1265, -0.0246, 0.0289, -0.0236, -0.0817, -0.0305, 0.0450, 0.0963, 0.0901, 0.0795, 0.1346, 0.1133, 0.1212, 0.0729, 0.1804, 0.1152, 0.0893, 0.0752, -0.0494, -0.1310, -0.0502, -0.0216, 0.0043, -0.0696, -0.0365, 0.0473, 0.0857, 0.0876, 0.0749, 0.1347, 0.1463, 0.1477, 0.1530, 0.1314, 0.0858, 0.1104, 0.0891, -0.0638, -0.0970, -0.0059, 0.0084, -0.0083, -0.1006, -0.0595, 0.0590, 0.0913, 0.0971, 0.0677, 0.1242, 0.1111, 0.1480, 0.1528, 0.1666, 0.0983, 0.0946, 0.1158, -0.7300]}

4.
{"formula": "C5H10OS", "method": "ωB97M-V/def2-TZVPD", "homo_lumo_gap_ha": 0.35264, "multiplicity": 1, "charge": 0, "lumo_energy_ha": 0.0301, "symbols": ["C", "C", "C", "C", "C", "O", "S", "H", "H", "H", "H", "H", "H", "H", "H", "H", "H"], "xyz": [[0.658, -2.291, -2.459], [-0.046, -1.749, -1.507], [-1.291, 0.460, 1.020], [0.464, 2.134, 0.478], [0.037, 0.678, 0.273], [1.311, 0.664, -1.995], [-0.048, 0.415, -1.553], [0.655, -3.409, -2.300], [1.394, -1.919, -3.146], [-0.792, -2.245, -1.044], [-2.182, 0.662, 0.333], [-1.410, -0.557, 1.523], [-1.418, 1.062, 1.870], [-0.365, 2.814, 0.533], [1.212, 2.414, -0.343], [1.076, 2.317, 1.434], [0.818, -0.100, 0.487]], "lowdin_charge": [-0.0691, -0.1763, -0.1261, -0.1391, -0.5902, -0.5537, 0.9105, 0.0809, 0.0547, 0.0133, 0.0973, 0.0930, 0.0408, 0.0619, 0.0813, 0.1061, 0.1149]}

These records have energy above the lowest of the compared OMol25 structures with the same formula, charge and spin values of 341.78 22.34 27.45 75.07 kcal/mol, in the order they appear.